[1]
Formula: C7H8F3IO4Rb
Source: OMol25
Level of theory: wB97M-V/def2-TZVPD

CARTESIAN COORDINATES (ANGSTROEM)
O -3.32107 0.48566 -3.28430
C -2.53030 -0.12906 -2.36302
O -2.56680 -1.56759 -1.94168
C -2.22673 -1.68888 -0.51248
I -0.90012 -3.43984 -0.42756
C -1.18244 -0.40543 -0.43055
C -1.18650 0.41194 0.99744
C 0.28466 1.00377 1.43459
O 0.84382 2.00865 0.51686
C 1.78812 1.42468 -0.44835
C 3.21356 0.91993 0.19676
F 3.22968 -0.58216 0.35712
F 4.41432 1.32530 -0.61811
F 3.46463 1.45109 1.58431
O -1.45672 0.53481 -1.55268
H -3.07901 -1.77579 0.28795
H -0.14122 -0.96538 -0.59671
H -2.05928 1.22444 1.05492
H -1.47253 -0.39300 1.83152
H 0.97453 0.08185 1.64423
H 0.12513 1.55516 2.48083
H 1.35509 0.54686 -1.09607
H 2.06012 2.29949 -1.21376
Rb 0.36906 -4.32648 2.09875

Its charge is +1. As for the largest force on an atom: 10.8 eV/A. The gap between HOMO and LUMO comes out at 0.340 hartree.



[2]
Formula: C7H8F3NO
Source: OMol25
Level of theory: wB97M-V/def2-TZVPD

CARTESIAN COORDINATES (ANGSTROEM)
C -0.61234 2.25261 -0.22743
C -0.37733 1.94559 1.07098
C -0.62574 1.15690 -1.22011
C -0.04507 0.53528 1.40370
C 0.46941 -0.27511 0.21818
C 0.64354 -2.50827 -0.62280
C 2.29284 0.38078 -0.05040
N -0.06221 -0.00638 -1.09417
O 0.55068 -1.62329 0.42195
F 2.55970 1.20758 0.93436
F 3.16609 -0.64661 -0.02261
F 2.35708 0.96894 -1.25973
H -0.57779 3.36660 -0.68122
H -0.47323 2.68464 1.85867
H -1.07634 1.19012 -2.22872
H 0.64996 0.43792 2.20471
H -1.13791 0.09511 1.72743
H 0.77025 -2.14565 -1.69247
H -0.23931 -3.12102 -0.86648
H 1.52332 -3.16419 -0.47458

The value obtained for the energy relative to the best compared isomer or geometry (same formula, charge and spin) is 42.9 kcal per mole. Its charge is 0. As for the largest force on an atom: 4.4 eV/A. The gap between HOMO and LUMO comes out at 0.336 hartree.